# C27H54N8O9

A 8-piece molecular cluster, C27H54N8O9 overall at a distorted geometry (ωB97M-V with the def2-TZVPD basis set, the OMol25 dataset).

Each line ends with the Löwdin charge.
Element x y z (Å)
C1 4.269 30.190 26.448  0.015
C2 4.672 29.897 27.992  -0.001
C3 5.099 30.943 28.831  -0.012
C4 5.050 32.355 28.308  -0.055
C5 4.732 32.659 26.809  0.085
C6 4.440 31.489 25.911  -0.056
N1 5.457 33.527 29.158  -0.317
O1 5.942 33.241 30.277  0.040
O2 5.213 34.690 28.730  0.024
H1 3.930 29.348 25.905  0.040
H2 4.313 29.071 28.502  0.049
H3 5.395 30.665 29.845  0.067
H4 5.015 33.585 26.565  0.038
H5 4.481 31.599 24.890  0.052
C7 3.815 39.144 26.673  -0.315
O3 4.566 39.125 27.714  -0.046
N2 2.808 38.341 26.420  -0.182
C8 1.949 38.494 25.279  -0.056
C9 2.564 37.149 27.282  -0.025
H6 3.759 39.986 26.035  0.112
H7 2.128 39.481 24.885  0.080
H8 0.989 38.440 25.779  0.088
H9 1.918 37.764 24.456  0.094
H10 1.943 37.555 28.007  0.060
H11 3.499 36.683 27.714  0.105
H12 2.052 36.212 26.941  0.076
C10 2.162 27.237 26.752  -0.372
O4 2.886 26.293 26.841  0.047
N3 1.665 27.664 25.588  -0.119
C11 0.533 28.450 25.264  -0.109
C12 2.417 27.319 24.218  0.019
H13 1.718 27.618 27.487  0.061
H14 -0.434 28.256 25.953  0.134
H15 -0.063 28.328 24.368  0.079
H16 0.782 29.463 25.342  0.055
H17 1.740 26.704 23.771  0.037
H18 3.370 26.744 24.426  0.098
H19 2.577 28.101 23.461  0.050
C13 6.728 26.922 26.499  -0.407
O5 7.535 27.204 25.650  0.011
N4 7.030 26.586 27.689  -0.143
C14 6.096 25.934 28.544  -0.069
C15 8.364 26.478 28.282  -0.027
H20 5.728 26.722 26.032  0.147
H21 5.515 26.607 29.320  0.132
H22 6.347 24.997 28.890  0.063
H23 5.223 25.735 27.944  0.055
H24 8.520 25.829 28.956  -0.007
H25 8.913 27.509 28.760  0.164
H26 9.130 26.189 27.630  0.062
C16 5.579 28.575 22.616  -0.210
O6 5.005 28.718 23.754  -0.078
N5 4.929 29.083 21.473  -0.224
C17 5.700 28.864 20.168  -0.024
C18 3.632 29.651 21.430  -0.113
H27 6.457 27.912 22.422  0.145
H28 4.894 28.528 19.577  0.057
H29 6.489 28.088 20.094  0.091
H30 6.098 29.916 20.108  0.111
H31 3.456 30.053 20.395  0.091
H32 3.364 30.429 22.338  0.143
H33 2.780 28.917 21.482  0.077
C19 4.911 29.784 33.006  -0.296
O7 4.510 29.433 31.886  -0.027
N6 6.070 30.455 33.351  -0.123
C20 6.574 30.372 34.801  0.002
C21 6.927 31.012 32.268  -0.048
H34 4.331 29.636 33.842  0.105
H35 7.520 30.743 34.795  0.043
H36 6.808 29.428 35.053  0.040
H37 5.895 30.893 35.523  0.113
H38 6.893 32.088 32.112  0.069
H39 6.892 30.463 31.361  0.052
H40 8.028 30.848 32.439  0.097
C22 0.995 35.845 30.162  -0.300
O8 0.229 36.831 30.212  -0.020
N7 1.022 34.938 29.131  -0.195
C23 1.863 33.805 29.236  -0.075
C24 0.043 35.009 27.949  -0.048
H41 1.690 35.548 30.936  0.134
H42 2.774 34.163 28.778  0.053
H43 1.406 33.091 28.440  0.112
H44 2.055 33.464 30.249  0.080
H45 -1.057 35.094 28.220  0.091
H46 0.173 34.246 27.075  0.111
H47 0.159 36.078 27.518  0.071
C25 1.545 31.213 31.550  -0.342
O9 1.492 31.734 32.681  -0.007
N8 0.542 30.913 30.714  -0.232
C26 0.729 30.124 29.610  -0.127
C27 -0.767 31.087 31.233  -0.080
H48 2.575 30.751 31.226  0.136
H49 0.197 29.130 29.568  0.101
H50 1.908 29.761 29.585  0.133
H51 0.630 30.539 28.599  0.070
H52 -1.135 30.687 32.185  0.090
H53 -1.582 31.082 30.390  0.121
H54 -0.925 32.222 31.469  0.113

Output
Charge: 0
ΔE to the lowest compared entry with this formula, charge and spin (kJ/mol): 1172.35
Strongest force on any atom (eV/Å): 9.05
SMILES: O=[N+]([O-])c1ccccc1.CN(C)C=O.CN(C)C=O.CN(C)C=O.CN(C)C=O.CN(C)C=O.CN(C)C=O.CN(C)C=O
HOMO-LUMO gap (eV): 7.99
Electronic energy (eV): -59207.79877
Highest occupied orbital energy (eV): -8.97